Record 1
Formula: C9H17LuN4S2Si
Source: the OMol25 dataset
Level of theory: ωB97M-V/def2-TZVPD

Geometry as XYZ:
```
34
Properties=species:S:1:pos:R:3:mulliken_charge:R:1
Lu 0.194 -0.222 0.009 1.057
C 2.837 -1.736 5.088 -0.961
Si 3.462 -0.110 4.501 0.020
C 5.210 0.133 5.013 -1.057
C 2.417 1.297 5.072 -0.961
C 3.471 -0.105 2.585 0.121
C 4.675 0.049 1.891 -0.018
C 4.758 0.062 0.498 -0.801
C 3.602 -0.070 -0.217 -0.264
N 2.420 -0.220 0.411 -0.341
C 2.353 -0.241 1.764 0.736
S 0.688 -0.453 2.427 -0.364
H 2.971 -1.795 6.173 0.349
H 3.407 -2.555 4.641 0.349
H 1.778 -1.893 4.878 0.318
H 5.260 0.104 6.106 0.322
H 5.609 1.101 4.697 0.338
H 5.864 -0.661 4.640 0.335
H 2.470 1.386 6.161 0.360
H 1.366 1.165 4.804 0.292
H 2.776 2.237 4.643 0.340
H 5.595 0.157 2.454 0.390
H 5.704 0.175 -0.012 0.435
H 3.592 -0.061 -1.299 0.417
N -2.300 0.242 0.372 -0.624
N -2.347 1.355 1.244 -0.098
C -1.484 2.373 1.091 0.767
N -1.664 3.438 1.848 -0.373
S -0.211 2.371 -0.060 -0.425
H -2.850 0.464 -0.459 0.318
H -2.764 -0.530 0.848 0.329
H -3.182 1.462 1.804 0.248
H -2.429 3.529 2.501 0.224
H -1.023 4.214 1.774 0.221
```

Calculated total energy (Eh): -2893.123893
Gap between HOMO and LUMO (hartree): 0.26181
E_LUMO (eV): -7.78
2S+1: 1
HOMO level (eV): -14.90
Net charge: +2

Record 2
Formula: C52H96O32
Source: the OMol25 dataset
Level of theory: ωB97M-V/def2-TZVPD

Geometry as XYZ:
```
180
Properties=species:S:1:pos:R:3:mulliken_charge:R:1
C 3.317 -3.178 -5.871 -0.767
C 3.540 -2.118 -4.820 -0.431
O 2.553 -2.222 -3.799 -0.040
O 2.017 -3.005 -6.478 -0.431
H 3.419 -4.162 -5.427 0.283
H 4.127 -3.177 -6.620 0.460
H 3.545 -1.187 -5.421 0.271
H 4.521 -2.244 -4.309 0.383
H 1.645 -2.007 -4.117 -0.351
H 1.938 -3.632 -7.192 0.277
C 6.004 1.454 1.278 0.643
C 6.920 1.609 2.488 -0.348
O 7.720 2.759 2.207 -0.566
O 5.273 2.627 1.036 -0.438
H 5.262 0.669 1.380 -0.734
H 6.633 1.202 0.403 0.223
H 7.585 0.740 2.570 0.333
H 6.353 1.773 3.419 0.260
H 8.231 2.682 1.396 0.329
H 5.768 3.391 1.383 0.345
C -3.176 -4.133 -1.499 0.044
C -2.351 -4.877 -0.513 0.595
O -3.096 -5.768 0.231 -0.676
O -4.280 -3.443 -0.900 -0.688
H -3.557 -4.804 -2.220 0.674
H -2.496 -3.490 -2.060 -0.388
H -1.766 -4.220 0.138 -0.491
H -1.492 -5.401 -0.938 0.192
H -3.795 -5.302 0.736 0.389
H -3.937 -2.657 -0.452 -0.076
C 3.623 -1.384 0.809 0.425
C 3.530 -1.975 2.269 -0.925
O 2.276 -1.799 2.877 -0.095
O 3.033 -0.101 0.803 1.902
H 3.164 -2.089 0.075 -1.042
H 4.719 -1.316 0.567 0.589
H 4.341 -1.547 2.944 0.110
H 3.717 -3.055 2.216 0.484
H 1.922 -0.934 2.667 -0.186
H 3.009 0.105 -0.157 -0.609
C 3.537 2.215 -1.977 -1.460
C 2.760 1.072 -2.707 0.985
O 2.595 -0.012 -1.914 -0.290
O 2.944 2.440 -0.696 0.345
H 3.556 3.160 -2.528 0.485
H 4.604 2.061 -1.853 0.348
H 3.346 0.817 -3.599 0.283
H 1.810 1.408 -3.124 -0.385
H 2.541 -0.849 -2.425 -0.370
H 3.672 2.295 -0.049 -0.287
C -0.847 -0.548 -4.883 0.342
C -1.213 -1.825 -4.192 0.751
O -0.895 -3.010 -4.969 -0.744
O 0.587 -0.565 -5.122 -0.606
H -1.098 0.213 -4.138 -0.532
H -1.583 -0.410 -5.649 0.540
H -2.273 -1.855 -3.900 0.473
H -0.685 -2.027 -3.254 -0.895
H -0.005 -3.027 -5.366 0.367
H 0.906 0.316 -5.084 0.166
O -4.860 -4.396 2.510 -0.670
C -4.814 -3.277 2.882 0.488
O -4.308 -2.986 4.145 -0.341
C -4.376 -1.566 4.414 -0.693
C -4.582 -0.913 3.040 0.718
C -5.298 -1.976 2.242 0.065
H -3.492 -1.328 5.005 0.306
H -5.249 -1.332 5.086 0.261
H -3.678 -0.655 2.490 -0.770
H -5.205 -0.021 3.066 0.545
H -5.072 -1.944 1.182 -0.373
H -6.363 -2.068 2.366 0.551
O 3.687 -0.406 9.071 -0.584
C 3.402 -0.514 7.917 0.440
O 2.122 -0.389 7.487 -0.384
C 2.082 -0.559 6.050 0.090
C 3.555 -0.326 5.536 0.898
C 4.358 -0.812 6.755 -0.600
H 1.335 0.140 5.720 0.045
H 1.702 -1.556 5.796 -0.042
H 3.775 0.752 5.444 0.206
H 3.733 -0.809 4.563 -0.783
H 5.369 -0.440 6.913 0.352
H 4.468 -1.898 6.698 0.332
O 0.761 2.408 -5.486 -0.740
C -0.428 2.806 -5.498 0.558
O -1.249 2.722 -4.429 0.185
C -2.587 3.392 -4.797 -0.320
C -2.207 4.311 -5.923 -0.693
C -1.107 3.482 -6.663 -0.807
H -2.903 3.812 -3.858 0.298
H -3.264 2.615 -5.114 0.236
H -1.862 5.307 -5.643 0.296
H -3.114 4.533 -6.483 0.416
H -0.468 4.078 -7.285 0.436
H -1.563 2.725 -7.324 0.286
O -2.274 -4.994 5.766 -0.645
C -1.737 -4.409 4.879 0.383
O -1.225 -3.161 5.039 -0.443
C -0.510 -2.738 3.919 0.473
C -1.003 -3.626 2.704 2.056
C -1.430 -4.887 3.432 -0.636
H 0.552 -2.905 4.071 -0.079
H -0.777 -1.690 3.863 -0.392
H -0.212 -3.772 1.957 -0.143
H -1.860 -3.214 2.202 -1.263
H -0.674 -5.682 3.391 0.423
H -2.333 -5.367 3.062 0.238
O -0.904 0.931 3.536 -0.613
C -0.038 1.721 3.256 -0.060
O 1.201 1.222 3.039 0.708
C 2.069 2.281 2.647 0.136
C 1.456 3.658 3.075 -0.729
C -0.019 3.255 3.245 0.518
H 2.011 2.197 1.561 -0.388
H 3.085 2.005 2.942 0.330
H 1.557 4.373 2.271 0.244
H 1.921 4.110 3.988 0.241
H -0.588 3.621 2.407 -0.920
H -0.504 3.649 4.101 0.667
O -3.602 0.318 -4.241 -0.641
C -4.013 0.566 -3.135 0.585
O -3.641 1.754 -2.530 -0.260
C -4.261 1.921 -1.229 0.767
C -4.975 0.571 -0.939 0.389
C -4.946 -0.180 -2.264 -0.456
H -4.958 2.729 -1.359 -0.029
H -3.441 2.041 -0.537 -0.729
H -6.024 0.702 -0.676 0.660
H -4.469 0.050 -0.138 -0.909
H -5.872 -0.112 -2.847 0.412
H -4.598 -1.207 -2.261 0.050
O -1.248 3.631 0.058 -0.161
C -0.285 4.181 -0.452 0.099
O 0.536 4.908 0.320 -0.453
C 1.607 5.505 -0.453 -0.272
C 1.124 5.438 -1.906 -0.704
C 0.095 4.278 -1.917 1.033
H 2.469 4.884 -0.128 -0.082
H 1.735 6.509 -0.089 0.497
H 2.004 5.413 -2.586 0.308
H 0.594 6.356 -2.102 0.385
H 0.637 3.322 -2.129 -0.913
H -0.805 4.409 -2.517 0.186
O -2.614 -1.681 0.491 0.756
C -1.672 -0.947 0.131 -0.406
O -1.728 -0.363 -1.048 0.396
C -0.656 0.600 -1.191 0.635
C -0.076 0.736 0.219 0.749
C -0.398 -0.661 0.816 1.686
H -1.116 1.487 -1.598 0.027
H 0.048 0.184 -1.944 -1.209
H -0.731 1.409 0.798 -0.449
H 0.968 1.068 0.181 -0.111
H -0.469 -0.706 1.900 -0.832
H 0.371 -1.332 0.510 -1.022
O 0.950 -2.385 -1.468 0.021
C 1.347 -3.472 -1.151 -0.629
O 1.144 -3.903 0.145 0.683
C 1.740 -5.208 0.310 -0.598
C 1.759 -5.813 -1.131 -0.837
C 2.034 -4.522 -1.936 -0.220
H 1.152 -5.761 1.032 0.216
H 2.760 -5.050 0.721 0.315
H 0.838 -6.312 -1.409 0.357
H 2.562 -6.522 -1.297 0.419
H 1.742 -4.570 -2.986 0.216
H 3.112 -4.265 -1.935 0.224
O -6.012 4.771 -0.590 -0.619
C -5.179 4.589 0.260 0.576
O -5.210 3.451 1.076 -0.399
C -4.119 3.479 1.996 0.608
C -3.820 5.006 2.175 -0.564
C -4.005 5.394 0.712 0.267
H -3.319 2.879 1.543 -0.679
H -4.420 2.909 2.868 0.356
H -2.842 5.329 2.594 0.269
H -4.596 5.571 2.751 0.333
H -3.124 5.046 0.141 -0.531
H -4.163 6.437 0.469 0.480
```

Calculated total energy (Eh): -4446.707211
Gap between HOMO and LUMO (hartree): 0.33083
E_LUMO (eV): -0.07
2S+1: 1
HOMO level (eV): -9.07

Record 3
Formula: C2H3N2O2
Source: the OMol25 dataset
Level of theory: ωB97M-V/def2-TZVPD

Geometry as XYZ:
```
9
Properties=species:S:1:pos:R:3:mulliken_charge:R:1
O -0.143 2.189 0.591 -0.321
C -0.123 1.043 0.370 0.441
C 0.757 -0.255 0.525 -0.351
N -0.144 -0.792 -0.471 0.862
O -0.271 -1.875 -0.929 -0.392
N -0.881 0.294 -0.557 -0.162
H 1.756 -0.151 0.347 0.288
H 0.718 -0.937 1.429 0.291
H -1.669 0.484 -1.305 0.345
```

SMILES: O=C1C[N+](=O)N1
Calculated total energy (Eh): -337.577485
Gap between HOMO and LUMO (hartree): 0.36147
E_LUMO (eV): -7.13
2S+1: 1
HOMO level (eV): -16.97
Net charge: +1